# 1
Molecular formula: H10O5
Method: DFT, ωB97M-V/def2-TZVPD

HOMO-LUMO gap in eV: 10.6415
Energy relative to the best compared isomer or geometry (same formula, charge and spin) in kJ/mol: 179.1
HOMO level in eV: -10.767
E_tot in Ha: -382.1559
SMILES string: O.O.O.O.O

```
! RIJCOSX wB97M-V def2-TZVPD def2/J DEFGRID3
* xyz 0 1
O -1.31 1.24 0.96
H -1.30 1.91 0.36
H -2.20 0.84 0.74
O 0.50 -0.83 0.98
H 0.80 -0.76 1.88
H 0.04 0.04 0.86
O -1.96 -3.22 1.22
H -1.67 -2.77 0.43
H -2.79 -3.55 0.81
O 2.05 4.44 -0.78
H 1.17 4.19 -0.61
H 2.45 3.77 -1.42
O 1.04 -1.67 -2.20
H 0.36 -2.39 -2.17
H 0.60 -0.87 -2.29
*
```

Results of the Löwdin charge analysis, in e, for atoms 1 through 2: number 1, O, carries -0.02; number 2, H, carries 0.00

# 2
Molecular formula: H10O5
Method: DFT, ωB97M-V/def2-TZVPD

HOMO-LUMO gap in eV: 11.0730
Energy relative to the best compared isomer or geometry (same formula, charge and spin) in kJ/mol: 217.5
HOMO level in eV: -10.788
E_tot in Ha: -382.1413
SMILES string: O.O.O.O.O

```
! RIJCOSX wB97M-V def2-TZVPD def2/J DEFGRID3
* xyz 0 1
O -2.10 0.68 0.44
H -1.31 0.82 -0.15
H -2.69 0.37 -0.18
O -0.93 -2.30 -2.99
H -0.70 -2.19 -3.87
H -1.88 -2.14 -2.85
O -2.64 -2.09 0.27
H -2.65 -2.69 1.03
H -2.23 -2.53 -0.41
O 3.15 1.07 0.93
H 3.41 1.01 1.87
H 2.27 0.86 0.95
O 2.94 3.28 1.89
H 2.06 2.89 1.98
H 3.30 2.96 1.11
*
```

Results of the Löwdin charge analysis, in e, for atoms 1 through 2: number 1, O, carries -0.05; number 2, H, carries 0.07

# 3
Molecular formula: H10O5
Method: DFT, ωB97M-V/def2-TZVPD

HOMO-LUMO gap in eV: 11.3297
Energy relative to the best compared isomer or geometry (same formula, charge and spin) in kJ/mol: 269.5
HOMO level in eV: -10.840
E_tot in Ha: -382.1215
SMILES string: O.O.O.O.O

```
! RIJCOSX wB97M-V def2-TZVPD def2/J DEFGRID3
* xyz 0 1
O 2.80 -0.31 -0.15
H 2.15 0.43 0.12
H 3.13 -0.53 0.85
O 0.96 2.17 0.24
H -0.04 1.74 -0.05
H 1.15 2.32 -0.85
O -1.69 1.48 -0.09
H -2.51 2.34 -0.30
H -2.07 0.53 -0.15
O -2.32 -1.07 0.03
H -1.33 -1.34 -0.07
H -2.68 -1.68 0.77
O 0.43 -2.00 -0.01
H 1.24 -1.44 0.25
H 0.77 -2.66 -0.58
*
```

Results of the Löwdin charge analysis, in e, for atoms 1 through 2: number 1, O, carries -0.16; number 2, H, carries 0.03

# 4
Molecular formula: H10O5
Method: DFT, ωB97M-V/def2-TZVPD

⟨S²⟩: 0.7568
HOMO-LUMO gap (spin up / spin down) in eV: 13.6765 / 2.5133
Energy relative to the best compared isomer or geometry (same formula, charge and spin) in kJ/mol: 128.8
HOMO level (spin up / spin down) in eV: -17.132 / -14.198
E_tot in Ha: -381.7699

```
! RIJCOSX wB97M-V def2-TZVPD def2/J DEFGRID3
* xyz 1 2
O -4.19 -2.63 -13.56
H -3.75 -2.05 -12.93
H -3.94 -2.29 -14.42
O -3.73 -3.97 -16.85
H -4.65 -3.98 -17.11
H -3.62 -3.12 -16.43
O -4.58 -4.21 -20.48
H -4.84 -4.93 -19.90
H -3.66 -4.06 -20.28
O -1.85 -4.59 -18.88
H -1.75 -5.52 -19.09
H -2.52 -4.57 -18.20
O -3.29 -1.45 -15.74
H -2.41 -1.22 -16.05
H -3.83 -0.71 -16.00
*
```

Results of the Löwdin charge analysis, in e, for atoms 1 through 2: number 1, O, carries 0.18; number 2, H, carries 0.10

# 5
Molecular formula: H10OS2Si4
Method: DFT, ωB97M-V/def2-TZVPD

⟨S²⟩: 2.0052
HOMO-LUMO gap (spin up / spin down) in eV: 4.7653 / 5.9529
Energy relative to the best compared isomer or geometry (same formula, charge and spin) in kJ/mol: 51.0
HOMO level (spin up / spin down) in eV: -4.564 / -9.252
E_tot in Ha: -2035.4580

```
! RIJCOSX wB97M-V def2-TZVPD def2/J DEFGRID3
* xyz 0 3
O -0.64 1.14 -1.89
Si -1.20 1.55 -3.42
Si 0.86 -2.31 0.93
Si 0.16 1.43 2.88
Si -0.94 1.34 -0.35
S -2.77 1.68 0.27
S 0.77 0.98 0.72
H -0.15 2.60 -3.89
H -1.07 0.21 -3.91
H -2.63 1.92 -2.94
H 0.99 -1.72 2.31
H 1.79 -3.54 0.71
H -0.56 -2.54 0.60
H 0.22 3.00 2.91
H 1.37 0.99 3.59
H -1.15 0.71 2.88
H 1.48 -1.41 -0.13
*
```

Results of the Löwdin charge analysis, in e, for atoms 1 through 2: number 1, O, carries -0.63; number 2, Si, carries 0.59

# 6
Molecular formula: H11N3O4Si3
Method: DFT, ωB97M-V/def2-TZVPD

HOMO-LUMO gap in eV: 10.4277
Energy relative to the best compared isomer or geometry (same formula, charge and spin) in kJ/mol: 153.3
HOMO level in eV: -10.090
E_tot in Ha: -1340.6270

```
! RIJCOSX wB97M-V def2-TZVPD def2/J DEFGRID3
* xyz 0 1
N 2.92 -0.96 -1.39
N -0.25 1.84 -0.55
N 0.46 -0.60 -0.29
O 2.51 -0.57 1.48
O 2.34 1.51 -0.02
O -0.94 0.47 1.76
O -2.46 0.01 -0.63
Si -3.57 -0.89 -0.01
Si 2.12 -0.08 -0.04
Si -0.79 0.39 0.14
H 3.89 -0.83 -1.15
H 2.88 -1.98 -1.31
H 0.16 1.91 -1.45
H -0.50 2.75 -0.36
H 0.37 -1.58 -0.55
H 2.59 0.15 2.15
H 1.65 1.95 -0.55
H -1.40 0.07 2.47
H -4.14 -0.19 1.13
H -3.12 -2.35 0.19
H -4.72 -1.02 -1.02
*
```

Results of the Löwdin charge analysis, in e, for atoms 1 through 2: number 1, N, carries -0.04; number 2, N, carries 0.00

# 7
Molecular formula: H11NO4
Method: DFT, ωB97M-V/def2-TZVPD

HOMO-LUMO gap in eV: 11.2821
Energy relative to the best compared isomer or geometry (same formula, charge and spin) in kJ/mol: 209.4
HOMO level in eV: -10.645
E_tot in Ha: -362.2582
SMILES string: N.O.O.O.O

```
! RIJCOSX wB97M-V def2-TZVPD def2/J DEFGRID3
* xyz 0 1
N -2.45 0.20 -3.27
H -3.40 -0.14 -3.57
H -2.30 1.28 -3.32
H -1.84 -0.17 -4.09
O 1.01 -1.00 0.71
H 1.44 -0.33 1.09
H 1.38 -1.78 0.88
O 1.77 2.15 2.63
H 1.98 2.64 1.74
H 1.51 2.85 3.29
O 0.22 1.58 -1.56
H -0.60 1.41 -2.06
H 0.22 0.76 -1.04
O -0.53 -3.03 1.67
H -0.59 -2.06 1.46
H -0.43 -3.45 0.88
*
```

Results of the Löwdin charge analysis, in e, for atoms 1 through 2: number 1, N, carries -0.06; number 2, H, carries 0.02

# 8
Molecular formula: H11Na4O6
Method: DFT, ωB97M-V/def2-TZVPD

HOMO-LUMO gap in eV: 6.2335
HOMO level in eV: -16.936
E_tot in Ha: -1106.2983

```
! RIJCOSX wB97M-V def2-TZVPD def2/J DEFGRID3
* xyz 3 1
Na -3.80 -0.32 1.11
Na -1.41 3.97 -0.10
Na -1.51 2.74 4.46
Na 3.22 1.91 0.46
O -0.17 0.71 1.29
H -0.29 0.27 0.43
O -2.40 -3.34 -1.77
H -2.22 -2.73 -2.49
H -2.51 -4.19 -2.20
O 1.27 2.66 -2.94
H 1.28 3.30 -3.65
H 1.04 1.84 -3.37
O 4.36 -1.88 1.79
H 3.60 -1.98 2.37
H 5.01 -1.43 2.34
O 0.99 -2.14 3.87
H 0.74 -1.47 3.23
H 0.75 -1.77 4.72
O -2.86 1.23 -2.85
H -3.07 1.77 -3.62
H -2.01 0.85 -3.06
*
```

Results of the Löwdin charge analysis, in e, for atoms 1 through 2: number 1, Na, carries 0.92; number 2, Na, carries 0.88

# 9
Molecular formula: H11NaO7
Method: DFT, ωB97M-V/def2-TZVPD

HOMO-LUMO gap in eV: 4.8239
Energy relative to the best compared isomer or geometry (same formula, charge and spin) in kJ/mol: 347.1
HOMO level in eV: -0.675
E_tot in Ha: -695.4579

```
! RIJCOSX wB97M-V def2-TZVPD def2/J DEFGRID3
* xyz -2 1
Na 0.30 -0.01 0.07
O -1.37 -2.47 -1.99
H -1.64 -1.54 -2.13
O 0.00 3.68 0.08
H -0.12 4.65 0.13
O 1.31 -0.09 3.02
H 1.53 -0.79 2.36
O 3.20 0.26 -1.81
H 3.61 -0.14 -2.58
H 3.92 0.36 -1.19
O -2.41 1.64 -1.43
H -3.30 1.99 -1.51
H -1.90 2.34 -1.05
O -2.10 0.05 2.58
H -2.69 0.58 3.12
H -1.23 0.20 2.95
O 1.05 -3.37 0.12
H 0.35 -3.18 -0.50
H 1.49 -4.15 -0.24
*
```

Results of the Löwdin charge analysis, in e, for atoms 1 through 2: number 1, Na, carries 0.71; number 2, O, carries -0.63

# 10
Molecular formula: H11O5
Method: DFT, ωB97M-V/def2-TZVPD

⟨S²⟩: 0.7565
HOMO-LUMO gap (spin up / spin down) in eV: 12.7157 / 3.7524
Energy relative to the best compared isomer or geometry (same formula, charge and spin) in kJ/mol: 34.7
HOMO level (spin up / spin down) in eV: -20.738 / -20.036
E_tot in Ha: -381.9685

```
! RIJCOSX wB97M-V def2-TZVPD def2/J DEFGRID3
* xyz 2 2
O 18.11 -22.49 -1.99
H 18.26 -21.54 -2.05
H 17.16 -22.61 -1.90
H 18.59 -22.82 -1.23
O 19.43 -23.89 -0.37
H 18.85 -24.53 0.04
H 20.31 -24.23 -0.21
O 15.62 -23.11 -1.47
H 15.39 -23.94 -1.05
H 14.93 -22.51 -1.21
O 17.91 -19.86 -2.20
H 18.51 -19.26 -1.76
H 17.40 -19.30 -2.79
O 17.57 -21.73 0.85
H 18.18 -21.61 1.58
H 16.90 -22.33 1.19
*
```

Results of the Löwdin charge analysis, in e, for atoms 1 through 2: number 1, O, carries 0.28; number 2, H, carries 0.09